1.
The following is a quantum chemistry calculation of C23H20AlClIP as an isolated structure at a distorted geometry, from OMol25.

Each line ends with the Mulliken charge.
Element x y z (Å)
1 C 1.428 0.814 1.850  -1.26
2 C 0.342 1.695 1.898  -0.38
3 C -0.860 0.989 1.875  -0.48
4 H 0.443 2.776 1.993  0.49
5 C -0.593 -0.407 1.822  -0.73
6 C 0.897 -0.560 1.971  0.24
7 H 1.421 -1.456 2.297  0.47
8 H 2.474 1.043 1.936  0.55
9 H -1.851 1.404 2.009  0.55
10 H -1.276 -1.202 2.056  0.61
11 Al 0.797 -1.055 0.105  0.51
12 Cl -0.599 -2.567 -0.526  -0.32
13 P -1.690 1.224 -1.815  0.41
14 C -3.219 1.190 -0.917  0.28
15 C -3.964 2.368 -0.959  -0.17
16 H -3.521 3.263 -1.404  0.45
17 C -5.239 2.350 -0.442  -0.63
18 H -5.812 3.265 -0.487  0.42
19 C -5.759 1.189 0.121  -0.59
20 H -6.762 1.200 0.514  0.39
21 C -4.989 0.027 0.193  -0.52
22 H -5.399 -0.869 0.648  0.41
23 C -3.698 0.005 -0.314  -0.40
24 H -3.076 -0.891 -0.259  0.26
25 C -0.943 2.840 -1.892  0.44
26 C -0.978 3.693 -0.768  -0.30
27 H -1.400 3.349 0.177  0.66
28 C -0.489 4.977 -0.928  -0.82
29 H -0.520 5.649 -0.081  0.42
30 C 0.047 5.388 -2.145  -0.66
31 H 0.414 6.390 -2.258  0.39
32 C 0.135 4.500 -3.215  -0.49
33 H 0.579 4.799 -4.155  0.41
34 C -0.313 3.195 -3.095  -0.76
35 H -0.216 2.462 -3.894  0.38
36 C -1.791 0.369 -3.373  0.39
37 C -2.984 0.616 -4.044  -0.47
38 H -3.767 1.194 -3.539  0.33
39 C -3.129 0.131 -5.326  -0.58
40 H -4.038 0.346 -5.854  0.42
41 C -2.109 -0.623 -5.914  -0.59
42 H -2.240 -0.993 -6.912  0.38
43 C -0.935 -0.908 -5.209  -0.50
44 H -0.160 -1.499 -5.665  0.45
45 C -0.764 -0.419 -3.916  0.12
46 H 0.143 -0.638 -3.351  0.00
47 I 2.418 0.098 -1.311  -0.17

Cartesian forces, eV/Å:
C -1.26 -0.94 1.71
C 1.55 0.10 -0.10
C -0.19 -2.12 0.05
H -0.05 -0.31 -0.31
C 1.04 1.46 1.68
C -0.70 1.58 -0.71
H -0.05 0.14 0.42
H 0.12 0.17 -0.22
H 0.05 0.00 -0.40
H -0.25 -0.08 -0.28
Al -1.49 0.32 -1.29
Cl 0.74 0.05 -0.10
P 3.10 -2.31 2.57
C -0.20 0.19 -0.67
C 0.00 -0.48 0.18
H -0.36 -0.28 0.10
C -0.35 0.32 0.28
H -0.28 -0.04 0.10
C 0.30 -0.02 -0.08
H -0.18 -0.06 0.08
C -0.09 0.03 0.08
H 0.00 0.10 -0.01
C 0.07 0.82 -0.36
H -0.14 0.32 -0.13
C -0.64 -0.26 -0.38
C 0.01 -0.24 -0.95
H 0.05 0.12 -0.31
C 0.15 -0.04 0.16
H 0.05 0.14 -0.05
C -0.10 -0.30 -0.11
H 0.07 0.28 -0.02
C 0.38 -0.10 0.00
H 0.08 0.21 0.01
C -0.38 0.47 0.78
H -0.14 0.30 0.04
C -0.43 0.67 0.00
C 0.14 -0.20 -0.40
H 0.27 -0.20 -0.42
C 0.10 -0.35 -0.16
H -0.24 -0.06 -0.35
C 0.05 0.24 0.61
H 0.01 -0.13 -0.33
C -0.51 0.32 0.20
H 0.14 -0.16 -0.11
C -0.44 0.28 -0.13
H -0.28 0.18 -0.10
I 0.28 -0.15 -0.55

Calculated values
HOMO-LUMO gap   7.0 eV

---

2.
The following is a quantum chemistry calculation of C23H20BCl2KN7O2 as an isolated structure at a distorted geometry, from OMol25.

Each line ends with the Mulliken charge.
Element x y z (Å)
1 K -0.178 -1.305 1.032  0.84
2 C -3.717 0.841 1.932  -0.77
3 C -3.461 -0.491 1.577  -0.50
4 N -2.348 -0.936 2.144  -1.01
5 N -1.861 0.091 2.868  0.98
6 C -2.665 1.169 2.755  -0.29
7 B -0.576 -0.005 3.732  -0.31
8 N 0.689 0.212 2.840  0.62
9 C 0.963 1.321 2.124  -0.36
10 C 2.140 1.111 1.438  -0.48
11 C 2.514 -0.192 1.806  -0.51
12 N 1.636 -0.727 2.646  -0.79
13 N -0.513 -1.387 4.392  0.49
14 C -0.607 -1.635 5.714  -0.38
15 C -0.657 -3.000 5.892  -0.70
16 C -0.587 -3.509 4.583  -0.38
17 N -0.505 -2.535 3.691  -0.40
18 H -4.516 1.480 1.600  0.39
19 H -4.041 -1.140 0.938  0.51
20 H -2.436 2.093 3.259  0.43
21 H -0.625 0.851 4.581  -0.15
22 H 0.318 2.183 2.142  0.42
23 H 2.645 1.803 0.785  0.46
24 H 3.391 -0.751 1.515  0.55
25 H -0.631 -0.832 6.432  0.39
26 H -0.731 -3.542 6.820  0.37
27 H -0.595 -4.539 4.260  0.39
28 Cl 1.456 -2.795 -1.555  -0.20
29 C 2.453 -1.408 -1.847  0.75
30 C 3.813 -1.494 -1.617  -0.70
31 C 4.601 -0.370 -1.798  -0.41
32 C 4.017 0.832 -2.162  -0.69
33 C 2.649 0.906 -2.363  1.07
34 Cl 1.942 2.451 -2.682  -0.18
35 C 1.826 -0.225 -2.267  -1.05
36 N 0.446 -0.224 -2.467  0.39
37 C -0.168 0.439 -3.527  0.73
38 C 0.508 0.677 -4.724  -0.15
39 C -0.112 1.338 -5.772  -0.67
40 C -1.425 1.761 -5.643  -0.77
41 C -2.108 1.492 -4.464  -0.72
42 C -1.516 0.826 -3.399  0.24
43 C -2.321 0.496 -2.165  -1.43
44 C -1.754 1.122 -0.857  0.46
45 O -2.128 2.240 -0.532  -0.74
46 O -0.900 0.376 -0.256  -0.29
47 H 4.244 -2.434 -1.300  0.42
48 H 5.670 -0.426 -1.637  0.38
49 H 4.614 1.729 -2.257  0.43
50 H -0.096 -0.171 -1.570  0.02
51 H 1.537 0.351 -4.820  0.43
52 H 0.439 1.522 -6.687  0.38
53 H -1.915 2.289 -6.452  0.36
54 H -3.139 1.808 -4.358  0.34
55 H -2.342 -0.589 -2.024  0.34
56 H -3.341 0.853 -2.298  0.41

Cartesian forces, eV/Å:
K 0.44 -2.25 -0.55
C 0.00 -0.02 0.00
C -0.05 0.13 0.15
N -0.88 0.06 0.22
N -0.16 0.27 0.18
C -0.09 -0.01 -0.03
B -0.07 -0.23 0.07
N 0.25 0.48 0.36
C 0.18 0.09 0.03
C -0.03 0.05 0.04
C 0.09 0.17 0.11
N 0.75 0.12 0.55
N -0.04 0.11 0.20
C 0.01 -0.11 0.03
C 0.03 0.00 -0.01
C 0.00 0.04 0.06
N 0.12 -0.11 -0.03
H 0.01 0.01 0.01
H 0.04 -0.02 -0.02
H 0.05 -0.02 0.02
H -0.01 0.03 -0.01
H -0.11 -0.08 -0.05
H -0.01 -0.04 -0.06
H -0.04 -0.04 -0.04
H -0.01 0.05 -0.05
H 0.00 0.00 0.00
H 0.01 0.00 -0.03
Cl 0.02 -0.23 -0.01
C 0.00 0.26 0.01
C -0.01 -0.03 0.01
C 0.01 0.00 -0.02
C 0.06 0.01 0.04
C -0.04 -0.07 -0.07
Cl 0.15 0.14 0.15
C 0.02 -0.07 0.03
N -0.12 0.12 0.08
C -0.03 0.00 -0.13
C -0.06 -0.10 -0.03
C -0.02 -0.05 0.04
C 0.02 0.03 -0.05
C 0.00 0.00 0.02
C 0.00 -0.02 -0.04
C 0.08 0.05 0.16
C 0.12 -0.02 -0.25
O -0.01 0.04 0.04
O -0.68 1.29 -0.91
H -0.02 0.00 0.01
H 0.00 0.01 0.02
H -0.03 0.01 -0.02
H 0.13 -0.02 -0.15
H -0.02 0.00 -0.03
H 0.00 0.01 0.00
H -0.01 0.00 0.01
H 0.00 -0.01 0.00
H -0.04 -0.01 -0.05
H 0.00 0.01 -0.02

Calculated values
Charge   -1
Energy relative to the best compared isomer or geometry (same formula, charge and spin)   151.2 kJ/mol
HOMO-LUMO gap   7.4 eV

---

3.
The following is a quantum chemistry calculation of C23H20BF6N7O5RuS3 as an isolated structure at a distorted geometry, from OMol25.

Each line ends with the Mulliken charge.
Element x y z (Å)
1 Ru -0.413 -0.062 0.214  0.25
2 C -3.056 2.038 2.782  -1.19
3 C -2.798 1.021 1.883  -0.27
4 N -1.486 0.963 1.614  0.73
5 N -0.899 1.960 2.321  -0.11
6 C -1.819 2.613 3.028  -0.07
7 B 0.613 2.199 2.161  0.11
8 N 1.312 0.847 2.419  -0.46
9 C 2.224 0.502 3.331  -0.12
10 C 2.660 -0.780 3.058  -1.36
11 C 1.950 -1.162 1.929  -0.28
12 N 1.136 -0.173 1.547  0.94
13 N 0.825 2.540 0.650  0.07
14 C 1.407 3.557 0.021  -0.01
15 C 1.351 3.338 -1.352  -1.30
16 C 0.695 2.130 -1.491  -0.40
17 N 0.380 1.657 -0.272  0.46
18 H -4.007 2.310 3.201  0.44
19 H -3.496 0.318 1.465  0.51
20 H -1.528 3.435 3.661  0.48
21 H 1.018 3.063 2.868  -0.04
22 H 2.516 1.206 4.093  0.49
23 H 3.399 -1.352 3.589  0.45
24 H 2.005 -2.068 1.356  0.52
25 H 1.817 4.377 0.587  0.48
26 H 1.721 3.975 -2.134  0.44
27 H 0.421 1.583 -2.376  0.50
28 O 0.490 -1.852 -0.381  -0.11
29 S 0.388 -2.944 -1.470  0.08
30 C 1.995 -3.689 -1.479  0.41
31 C 2.567 -3.811 -2.738  -0.27
32 C 3.812 -4.415 -2.860  -0.82
33 C 4.467 -4.876 -1.730  -0.44
34 C 3.880 -4.753 -0.473  -0.95
35 C 2.637 -4.166 -0.342  -0.16
36 C -0.563 -4.244 -0.721  1.10
37 C -1.158 -5.146 -1.591  -0.54
38 C -1.874 -6.203 -1.053  -0.80
39 C -1.995 -6.333 0.324  -0.64
40 C -1.406 -5.407 1.175  -0.86
41 C -0.679 -4.348 0.654  -0.09
42 H 2.047 -3.437 -3.611  0.48
43 H 4.268 -4.517 -3.835  0.43
44 H 5.439 -5.342 -1.824  0.41
45 H 4.391 -5.136 0.400  0.42
46 H 2.155 -4.118 0.626  0.30
47 H -1.090 -5.009 -2.663  0.43
48 H -2.351 -6.916 -1.712  0.45
49 H -2.562 -7.157 0.738  0.43
50 H -1.520 -5.508 2.246  0.46
51 H -0.239 -3.602 1.304  0.36
52 F -4.956 -2.402 -1.348  -0.17
53 C -4.601 -1.270 -0.778  0.56
54 F -4.966 -1.280 0.499  -0.18
55 F -5.163 -0.242 -1.386  -0.19
56 S -2.731 -1.095 -0.849  0.55
57 O -2.283 -1.499 0.488  -0.43
58 O -2.361 0.311 -1.048  -0.50
59 N -2.198 -2.070 -1.913  0.17
60 S -2.447 -1.887 -3.487  1.17
61 O -2.126 -3.128 -4.108  -0.66
62 O -3.653 -1.183 -3.763  -0.67
63 C -1.073 -0.728 -4.016  0.66
64 F -1.530 0.510 -4.148  -0.24
65 F -0.571 -1.137 -5.169  -0.24
66 F -0.080 -0.706 -3.109  -0.15

Cartesian forces, eV/Å:
Ru -0.89 0.08 1.03
C 0.10 0.13 0.11
C -0.12 -0.29 -0.06
N 0.13 0.49 -0.19
N 0.23 -0.14 -0.06
C -0.09 0.01 0.05
B -0.15 -0.16 -0.23
N -0.08 0.18 -0.34
C 0.13 0.05 0.01
C 0.05 0.06 0.07
C -0.10 0.01 -0.22
N -0.16 -0.15 0.37
N 0.08 -0.35 0.17
C 0.03 0.10 0.01
C 0.00 0.04 0.06
C -0.13 0.00 0.10
N 0.24 -0.01 -0.37
H 0.00 0.01 0.00
H 0.13 0.06 0.01
H -0.03 0.00 0.00
H 0.01 0.05 0.05
H 0.01 -0.03 0.01
H 0.00 0.00 0.01
H -0.08 -0.01 0.03
H 0.00 0.01 -0.03
H 0.01 0.01 0.01
H -0.02 -0.03 -0.03
O 0.20 0.45 -0.12
S -0.06 -0.45 0.00
C 0.01 0.03 -0.13
C 0.08 0.05 0.03
C 0.01 0.02 0.01
C -0.01 0.01 -0.02
C 0.04 -0.02 0.00
C -0.08 -0.05 0.06
C 0.11 -0.03 -0.02
C 0.02 0.00 0.08
C -0.01 -0.01 0.00
C 0.00 -0.01 -0.02
C -0.02 -0.01 0.02
C -0.03 0.02 0.01
H -0.01 0.00 0.00
H 0.00 -0.01 0.00
H 0.00 -0.01 0.00
H 0.00 0.01 0.01
H 0.00 0.01 -0.02
H 0.01 0.00 -0.01
H 0.00 0.00 0.00
H 0.00 0.00 0.00
H 0.01 0.01 0.00
H -0.01 0.00 -0.01
F 0.03 -0.01 0.03
C -0.08 0.39 -0.15
F 0.01 0.01 0.03
F 0.03 -0.08 0.02
S 0.02 -0.34 0.19
O 0.35 -0.38 -0.22
O 0.36 -0.04 -0.24
N -0.16 0.07 0.23
S 0.13 -0.13 -0.25
O 0.03 0.03 0.01
O -0.19 0.06 -0.04
C -0.17 0.05 -0.10
F 0.03 -0.03 0.05
F -0.01 0.01 -0.01
F 0.09 0.22 -0.03

Calculated values
Spin multiplicity   2
⟨S²⟩   0.7565
Charge   +1
Energy relative to the best compared isomer or geometry (same formula, charge and spin)   0.0 kJ/mol
HOMO-LUMO gap (spin up / spin down)   8.6 / 7.2 eV